(1)
Below is a molecular structure, C41H38BrN7O3Se2Sn in a non-equilibrium geometry, with properties calculated with the ωB97M-V functional and the def2-TZVPD basis.

Each line ends with the Löwdin charge.
Cartesian coordinates (Å):
1 Sn 0.5454 0.6906 0.0651  0.9960
2 C 6.7329 0.1849 -2.4130  -0.0615
3 C 5.4679 -0.1935 -1.7030  -0.2929
4 C 5.4130 -0.2353 -0.3159  -0.0568
5 C 4.2368 -0.5495 0.3189  -0.0444
6 C 3.0587 -0.8336 -0.3831  -0.3059
7 N 1.8841 -1.0957 0.3084  -0.0914
8 C 1.9502 -2.0525 1.2794  -0.2285
9 C 2.9796 -3.0102 1.1804  -0.0496
10 C 3.2338 -3.9706 2.1317  -0.0842
11 C 2.4389 -4.0344 3.2644  -0.3423
12 C 2.7344 -5.0138 4.3639  -0.0852
13 C 1.3348 -3.1977 3.3184  -0.0122
14 C 1.0217 -2.2421 2.3457  -0.1154
15 N -0.2069 -1.5774 2.4323  -0.0509
16 C -1.1855 -1.9274 3.3112  -0.1246
17 C -2.5044 -1.7973 3.0271  -0.0501
18 C -2.8498 -1.2471 1.6805  -0.2106
19 N -0.5666 -0.7247 1.3762  -0.1748
20 C 3.1110 -0.7589 -1.7833  -0.1857
21 C 4.3099 -0.4503 -2.4126  -0.0364
22 N 1.9750 -0.9420 -2.5891  -0.0830
23 C 1.9470 -1.4076 -3.8528  -0.0737
24 C 0.6341 -1.3774 -4.2729  -0.0676
25 C -0.0695 -0.8573 -3.1856  -0.1546
26 N 0.7588 -0.6135 -2.1891  -0.0337
27 H 7.5623 0.2444 -1.7100  0.0663
28 H 6.9782 -0.5402 -3.1891  0.0677
29 H 6.6061 1.1556 -2.8897  0.0764
30 H 6.2829 0.0229 0.2722  0.1102
31 H 4.1788 -0.5438 1.3976  0.1264
32 H 3.6136 -2.9803 0.3044  0.1136
33 H 4.0567 -4.6615 1.9947  0.1029
34 H 3.8065 -5.1827 4.4511  0.0665
35 H 2.3671 -4.6444 5.3181  0.0658
36 H 2.2576 -5.9736 4.1619  0.0311
37 H 0.6981 -3.2991 4.1853  0.0943
38 H -0.8732 -2.2651 4.2878  0.1040
39 H -3.2578 -1.9217 3.7885  0.0772
40 H -3.8370 -0.7720 1.6648  0.1385
41 H 4.3160 -0.3432 -3.4854  0.1041
42 H 2.8256 -1.7389 -4.3712  0.1113
43 H 0.2506 -1.6876 -5.2267  0.0799
44 H -1.1181 -0.6588 -3.0713  0.1096
45 Br 0.5935 -6.6026 1.7322  0.7239
46 C -0.1183 -5.0483 0.9020  -0.6711
47 C 0.5034 -4.5746 -0.2387  -0.1301
48 C -0.0030 -3.4867 -0.9505  0.0151
49 C -1.1333 -2.9290 -0.4081  -0.2233
50 O -2.0621 -1.9507 -0.6463  0.0255
51 C -1.7377 -3.4139 0.7537  -0.1119
52 C -2.7648 -2.3244 0.5769  -0.1274
53 N -1.8420 -0.2209 1.4189  -0.1540
54 C -1.9939 1.0221 2.0361  -0.2066
55 C -1.2867 1.3758 3.1790  -0.0468
56 C -1.3292 2.6670 3.6854  -0.0999
57 C -2.0462 3.6494 3.0470  -0.0582
58 C -2.7557 3.3516 1.8745  -0.1625
59 C -3.4179 4.3357 1.1143  -0.0301
60 C -4.0729 3.9773 -0.0359  -0.0808
61 C -4.0860 2.6266 -0.3986  -0.1551
62 N -3.4695 1.6806 0.2705  0.1359
63 C -2.7839 2.0134 1.3763  -0.1697
64 C -1.2733 -4.4909 1.4519  -0.0747
65 H 1.4112 -5.0478 -0.5843  0.1003
66 H 0.4913 -3.1288 -1.8333  0.0937
67 H -3.7681 -2.6869 0.3269  0.1510
68 H -0.6785 0.6338 3.6758  0.1065
69 H -0.7631 2.9006 4.5740  0.1002
70 H -2.0331 4.6644 3.4144  0.0992
71 H -3.3629 5.3687 1.4318  0.1062
72 H -4.5576 4.7202 -0.6547  0.0889
73 H -4.6145 2.3098 -1.2899  0.0947
74 H -1.7275 -4.8782 2.3502  0.1042
75 O 4.9881 2.9921 1.2890  -0.1341
76 C 4.4717 2.9879 -0.0241  -0.2828
77 C 3.4126 4.0673 -0.2888  -0.5818
78 C 4.0163 5.4331 0.1079  -0.2493
79 O 4.1967 5.5954 1.4892  -0.0878
80 C 2.0886 3.8357 0.4526  -0.5070
81 Se 1.9233 2.3368 1.7712  0.4880
82 C 3.1723 4.1232 -1.7940  -0.6557
83 Se 2.4635 2.4970 -2.5999  0.3603
84 H 4.2822 2.6020 1.8368  -0.0237
85 H 4.0447 2.0118 -0.2742  0.0592
86 H 5.3220 3.1606 -0.6937  0.1271
87 H 3.3636 6.2480 -0.2296  0.1189
88 H 4.9862 5.5429 -0.4135  0.1186
89 H 4.5775 4.7480 1.7903  0.0624
90 H 1.2997 3.6412 -0.2754  -0.0006
91 H 1.8114 4.7239 1.0239  0.0466
92 H 4.1146 4.3313 -2.3082  0.0347
93 H 2.4605 4.9120 -2.0409  0.0387

Values from the calculation:
Electronic energy   -9785.2830 Ha
LUMO energy   3.891 eV
Molar mass   1033.3 g/mol
Orbital gap   4.583 eV
ΔE to the lowest compared entry with this formula, charge and spin   118.1 kcal/mol
HOMO level   -0.69 eV
Total charge   -2

(2)
Below is a molecular structure, C41H38F5NO6SiW in a non-equilibrium geometry, with properties calculated with the ωB97M-V functional and the def2-TZVPD basis.

Each line ends with the Löwdin charge.
Cartesian coordinates (Å):
1 W -0.4876 -1.3115 -0.3170  1.7399
2 C 2.2242 -2.8228 -2.5536  -0.0864
3 C 1.9692 -3.2006 -1.2793  -0.0826
4 C 0.6203 -3.3592 -0.8182  -0.1984
5 C -0.4539 -3.0987 -1.7159  -0.2417
6 C -0.1353 -2.7410 -3.0814  -0.0908
7 C 1.1509 -2.5876 -3.4713  -0.0756
8 H 3.2465 -2.7242 -2.8934  0.0994
9 H 2.7805 -3.4312 -0.6005  0.1143
10 H 0.4512 -3.9502 0.0680  0.1051
11 H -1.4203 -3.5633 -1.5415  0.1250
12 H -0.9484 -2.6130 -3.7823  0.1109
13 H 1.3775 -2.3120 -4.4937  0.1078
14 O -1.2445 -2.8645 1.0956  -0.0975
15 C -0.3833 -2.4789 1.9428  -0.5926
16 O 0.4981 -1.6758 1.5208  -0.1137
17 C -0.4281 -2.8961 3.3569  -0.1004
18 C -1.3431 -3.8578 3.7712  0.0129
19 C -1.4028 -4.2301 5.1054  -0.0398
20 C -0.5560 -3.6376 6.0297  0.0127
21 C 0.3376 -2.6777 5.5892  -0.1238
22 C 0.4246 -2.2887 4.2688  0.0819
23 N 1.2336 -2.0369 6.5736  -0.3514
24 O 1.1887 -2.4386 7.7182  0.0817
25 O 1.9626 -1.1520 6.1768  0.0846
26 H -2.0067 -4.2996 3.0400  0.1261
27 H -2.1117 -4.9790 5.4301  0.1124
28 H -0.5796 -3.9020 7.0764  0.1221
29 H 1.1293 -1.5316 3.9581  0.1305
30 F -5.3385 3.1528 -2.9505  0.1218
31 C -4.4395 2.2058 -2.6719  -0.1503
32 C -3.3281 2.4973 -1.9054  -0.1566
33 F -3.1491 3.7360 -1.4371  0.1205
34 C -2.3984 1.5144 -1.6129  -0.1776
35 F -1.3338 1.8635 -0.8823  0.0901
36 C -2.5390 0.2070 -2.0745  -0.2524
37 O -1.6787 -0.7818 -1.8663  -0.2462
38 C -3.6720 -0.0549 -2.8517  -0.1269
39 F -3.8609 -1.2929 -3.3233  0.1153
40 C -4.6080 0.9163 -3.1473  -0.1402
41 F -5.6764 0.6156 -3.8893  0.1225
42 C 3.4146 2.7867 0.7320  -0.0831
43 C 2.4100 1.6260 0.7697  -0.5891
44 C 2.9582 0.5498 1.7208  -0.0790
45 C 1.0801 2.1428 1.3397  -0.0814
46 Si 2.0862 0.9539 -0.9671  0.6436
47 O 0.9016 -0.2534 -0.8463  -0.3643
48 C 3.5688 0.2083 -1.8467  -0.2061
49 C 3.5654 0.2170 -3.2474  -0.0936
50 C 4.6180 -0.3120 -3.9793  -0.0839
51 C 5.7096 -0.8639 -3.3241  -0.0879
52 C 5.7415 -0.8750 -1.9377  -0.0817
53 C 4.6851 -0.3408 -1.2119  -0.0843
54 C 1.3066 2.1554 -2.1749  -0.2216
55 C 0.2929 1.6766 -3.0133  -0.1108
56 C -0.2951 2.4886 -3.9720  -0.0710
57 C 0.1233 3.8036 -4.1181  -0.0760
58 C 1.1395 4.2926 -3.3106  -0.0771
59 C 1.7268 3.4744 -2.3550  -0.0744
60 H 3.6431 3.0932 1.7578  0.0899
61 H 3.0147 3.6616 0.2205  0.0616
62 H 4.3567 2.5057 0.2540  0.0821
63 H 2.9113 0.9325 2.7458  0.0906
64 H 4.0039 0.3171 1.5225  0.0618
65 H 2.3851 -0.3751 1.6868  0.0570
66 H 1.2435 2.4982 2.3625  0.0903
67 H 0.3106 1.3698 1.3834  0.0574
68 H 0.6837 2.9745 0.7533  0.0829
69 H 2.7294 0.6529 -3.7806  0.0992
70 H 4.5873 -0.2895 -5.0616  0.1052
71 H 6.5346 -1.2764 -3.8910  0.1033
72 H 6.5927 -1.2954 -1.4170  0.1035
73 H 4.7404 -0.3707 -0.1331  0.0815
74 H -0.0538 0.6532 -2.9107  0.0900
75 H -1.0842 2.0942 -4.6006  0.1102
76 H -0.3376 4.4434 -4.8598  0.1035
77 H 1.4779 5.3147 -3.4237  0.1029
78 H 2.5294 3.8820 -1.7548  0.0884
79 C -4.2688 0.1568 3.3920  -0.0497
80 C -3.8821 0.9352 2.1277  -0.6158
81 C -3.3601 2.3284 2.5069  -0.0388
82 C -5.0985 1.0703 1.2018  -0.0361
83 C -2.8148 0.2159 1.4207  -0.0617
84 C -1.9389 -0.3801 0.8312  -0.0911
85 H -5.0425 0.6995 3.9392  0.0845
86 H -3.4051 0.0293 4.0461  0.0839
87 H -4.6535 -0.8310 3.1349  0.0860
88 H -4.1305 2.8739 3.0559  0.0872
89 H -3.0983 2.8992 1.6148  0.0815
90 H -2.4725 2.2513 3.1363  0.0870
91 H -5.9120 1.5745 1.7278  0.0883
92 H -5.4490 0.0897 0.8778  0.0906
93 H -4.8464 1.6536 0.3143  0.0719

Values from the calculation:
Electronic energy   -2947.2281 Ha
LUMO energy (alpha / beta)   -0.740 / -0.740 eV
Molar mass   947.7 g/mol
Orbital gap (alpha / beta)   6.702 / 6.701 eV
ΔE to the lowest compared entry with this formula, charge and spin   0.2 kcal/mol
HOMO level (alpha / beta)   -7.44 / -7.44 eV